(1)
Molecular formula: C45H49MoN4P2
Method: DFT, wB97M-V/def2-TZVPD

Structure (XYZ):
```
101
Properties=species:S:1:pos:R:3:forces:R:3:lowdin_spin:R:1
Mo 0.569407 0.335823 -0.038089 1.094 0.775 -0.751 1.91
C -0.287903 3.030490 2.091826 -0.114 0.035 -0.037 0.00
C 0.772848 2.902698 1.032707 0.227 0.270 -0.252 0.00
C 0.487041 3.391974 -0.258835 0.124 0.042 0.279 0.02
C 1.496589 3.859039 -1.106052 0.032 -0.141 0.201 0.01
C 1.157572 4.569382 -2.374018 -0.087 0.009 -0.118 0.00
C 2.819225 3.753339 -0.683785 -0.257 -0.121 0.144 0.01
C 3.150984 3.217332 0.557309 -0.225 -0.071 0.030 0.02
C 4.571932 3.250737 1.018808 0.140 0.102 -0.005 0.00
C 2.123619 2.768403 1.402040 -0.074 0.266 -0.194 0.00
H -0.342973 4.087317 2.357351 -0.020 0.039 0.043 0.00
H -0.049804 2.497628 3.009650 -0.040 -0.052 0.022 0.00
H -1.275357 2.754555 1.722898 0.005 0.006 0.145 0.00
H -0.543190 3.612180 -0.515700 -0.003 -0.099 -0.045 0.00
H 1.388169 5.629870 -2.259450 -0.008 0.032 -0.045 0.00
H 0.099540 4.482423 -2.615820 -0.025 -0.018 -0.026 0.00
H 1.745382 4.204897 -3.214424 0.044 -0.041 -0.053 0.00
H 3.605304 4.166938 -1.297850 0.114 0.032 -0.134 0.00
H 4.907244 4.288331 1.062766 0.040 -0.013 0.047 0.00
H 5.232875 2.740203 0.317841 0.015 -0.036 0.014 0.00
H 4.687166 2.824209 2.012706 0.055 -0.017 0.050 0.00
H 2.356187 2.546585 2.439141 0.026 -0.183 0.009 0.00
N -2.235509 -0.791521 -0.400333 0.555 0.298 -0.192 0.02
P -1.957420 0.871830 -0.156572 -1.528 -0.898 -0.668 0.01
C -3.448541 1.215056 0.837045 0.501 0.381 0.149 0.00
C -4.649158 1.217270 0.122580 0.131 0.032 -0.102 0.00
C -5.852082 1.302828 0.796804 -0.048 -0.065 0.028 0.00
C -5.869231 1.390679 2.180747 0.054 0.035 -0.023 0.00
C -4.678489 1.392555 2.889349 0.040 -0.044 0.106 0.00
C -3.465749 1.298499 2.226046 0.037 -0.031 -0.055 0.00
C -2.337301 1.671031 -1.752919 0.291 0.091 0.235 0.00
C -2.202456 0.962788 -2.945836 -0.013 -0.117 0.261 0.00
C -2.465767 1.585664 -4.152379 0.020 0.006 -0.029 0.00
C -2.839430 2.920203 -4.179217 -0.013 -0.089 0.024 0.00
C -2.997357 3.622677 -2.994298 0.018 0.098 0.016 0.00
C -2.745571 3.005874 -1.782040 0.052 -0.111 0.092 0.00
P -0.822799 -1.680183 -0.690023 -1.320 -0.506 0.260 0.00
C -1.295409 -2.600648 -2.196414 0.520 0.203 0.185 0.00
C -2.422589 -3.406592 -2.003955 0.113 0.028 0.054 0.00
C -2.979318 -4.075141 -3.077588 -0.102 0.039 0.042 0.00
C -2.433469 -3.934065 -4.344738 0.076 0.073 0.034 0.00
C -1.318147 -3.134548 -4.532482 0.040 0.045 -0.081 0.00
C -0.737381 -2.469802 -3.462724 0.027 0.041 0.115 0.00
C -0.837213 -2.958589 0.601994 0.218 0.070 -0.169 0.00
C -1.393172 -2.684008 1.851159 -0.118 0.121 -0.157 0.00
C -1.399500 -3.660273 2.831238 0.000 0.020 0.040 0.00
C -0.849540 -4.908895 2.573080 0.066 0.021 -0.062 0.00
C -0.271382 -5.176341 1.340647 0.051 -0.083 0.038 0.00
C -0.258205 -4.202809 0.356208 -0.029 0.225 -0.104 0.00
H -3.142368 -1.130625 -0.722369 0.129 0.050 0.162 0.00
H -4.642841 1.153409 -0.957727 -0.077 0.031 0.003 0.00
H -6.774113 1.299563 0.236769 -0.100 0.011 -0.031 0.00
H -6.808526 1.461144 2.706168 -0.092 0.019 0.051 0.00
H -4.689927 1.463836 3.965592 -0.024 0.010 0.109 0.00
H -2.551760 1.289018 2.805592 0.062 0.006 -0.005 0.00
H -1.909834 -0.080909 -2.931635 -0.055 0.031 -0.056 0.00
H -2.390528 1.026244 -5.070692 0.047 -0.058 -0.135 0.00
H -3.023646 3.405049 -5.122612 -0.087 0.088 -0.152 0.00
H -3.332554 4.647698 -3.016991 -0.015 0.120 0.012 0.00
H -2.904085 3.549117 -0.858661 -0.023 0.064 0.040 0.00
H -2.851606 -3.509772 -1.014240 -0.053 -0.127 -0.029 0.00
H -3.845831 -4.698361 -2.925892 -0.102 -0.082 0.022 0.00
H -2.878207 -4.441657 -5.186291 -0.034 -0.072 -0.065 0.00
H -0.905982 -3.018761 -5.521008 0.115 -0.009 -0.134 0.00
H 0.135715 -1.852589 -3.628450 0.008 0.018 -0.061 0.00
H -1.853065 -1.718312 2.039007 -0.023 -0.067 0.031 0.00
H -1.844449 -3.457826 3.793931 -0.075 0.019 0.057 0.00
H -0.879538 -5.677325 3.329500 0.010 -0.073 0.088 0.00
H 0.156560 -6.148338 1.144455 0.015 -0.059 -0.028 0.00
H 0.175746 -4.405614 -0.613927 0.020 -0.140 -0.067 0.00
C 3.060108 -1.445732 5.343797 0.128 -0.108 0.404 0.00
C 2.276972 -1.352402 4.096701 -0.340 0.192 -0.627 0.02
C 2.479988 -2.209413 3.013178 -0.318 0.132 0.041 0.00
C 1.868887 -1.963632 1.801194 0.212 -0.385 -0.071 0.01
N 1.069191 -0.908622 1.604505 0.070 -0.180 0.284 0.00
C 0.713577 -0.203203 2.689504 -0.168 0.320 0.039 0.02
C 1.288780 -0.369362 3.922771 0.093 -0.204 0.005 0.00
H 3.779645 -2.257647 5.304390 0.033 -0.040 0.060 0.00
H 2.408466 -1.588919 6.205825 -0.044 -0.059 0.041 0.00
H 3.595315 -0.511281 5.524945 0.017 0.003 -0.053 0.00
H 3.130496 -3.061307 3.110377 0.160 -0.138 -0.047 0.00
H 2.040436 -2.616795 0.955243 0.073 0.109 0.035 0.00
H -0.082900 0.522751 2.528179 0.086 0.133 0.072 0.00
H 0.984491 0.248524 4.751205 -0.074 0.155 0.094 0.00
N 3.887928 0.156947 1.128810 -0.091 0.227 0.065 0.00
C 3.789780 -0.632671 0.030888 0.114 -0.025 0.083 0.00
C 4.905805 -1.390094 -0.373432 -0.124 -0.150 -0.100 0.00
C 4.780670 -2.307117 -1.383749 -0.190 0.287 0.258 0.00
C 3.527873 -2.449722 -1.987001 -0.266 0.025 0.023 0.00
C 2.493880 -1.659714 -1.560702 0.145 -0.404 -0.458 0.00
N 2.594988 -0.738298 -0.578928 -0.162 0.375 0.164 0.00
H 4.810386 0.334705 1.491961 -0.036 0.056 -0.018 0.00
H 3.210430 0.899768 1.241879 0.281 -0.112 0.026 0.00
H 5.839450 -1.254252 0.147630 0.136 0.044 0.051 0.00
H 5.616078 -2.915103 -1.690429 0.131 -0.030 -0.054 0.00
H 3.366945 -3.169614 -2.769365 -0.072 -0.106 -0.143 0.00
H 1.515525 -1.768330 -2.005801 0.121 0.033 -0.110 0.00
C 0.936609 0.815907 -2.113562 0.128 -0.158 -0.191 -0.06
H 0.649399 0.140573 -2.918073 -0.111 -0.223 0.222 0.01
H 1.981615 1.091432 -2.304569 -0.109 -0.101 0.411 0.01
H 0.330358 1.719751 -2.254290 -0.174 -0.149 0.320 -0.01
```
Positions in Å, forces in eV/Å.

## Properties
2S+1: 3
⟨S²⟩: 2.05
HOMO energy (alpha / beta) (eV): -16.39 / -16.39
Total charge: +3
Frontier orbital gap (alpha / beta) (eV): 6.456 / 6.686
Energy above the lowest of the compared OMol25 structures with the same formula, charge and spin (kcal/mol): 51.9

(2)
Molecular formula: C5H8OS
Method: DFT, wB97M-V/def2-TZVPD

Structure (XYZ):
```
15
Properties=species:S:1:pos:R:3:forces:R:3:lowdin_spin:R:1
C -0.692904 -0.368219 -1.469789 -0.523 -0.864 -1.688 1.28
C 0.855436 -1.203208 -0.190523 3.061 1.521 -1.530 0.08
C -0.019694 0.110414 -0.309079 0.914 0.740 4.053 0.19
C -0.989183 0.322972 0.877237 1.370 -1.837 1.368 0.03
C 0.819364 1.354342 -0.502060 1.948 0.165 2.367 0.04
O -1.532393 -0.902175 1.351087 -1.083 -0.904 -0.075 0.01
S 0.350123 -1.652428 -1.865364 -0.112 -1.340 -1.177 0.33
H 2.052791 -1.185900 -0.125506 -2.674 0.654 -0.129 0.02
H 0.530622 -1.859749 0.527915 -1.116 -1.538 1.554 0.01
H -1.698919 0.972445 0.493472 -1.718 1.466 -0.389 0.01
H -0.560124 0.713257 1.834039 0.196 0.199 -1.179 0.00
H -2.359045 -1.246795 0.938730 1.107 0.936 0.014 0.00
H 0.678423 1.603745 -1.494466 0.199 1.280 -1.924 0.01
H 1.899951 1.147544 -0.275887 -0.839 -0.063 -0.662 0.00
H 0.665550 2.193755 0.210195 -0.730 -0.414 -0.604 0.00
```
Positions in Å, forces in eV/Å.

## Properties
2S+1: 3
⟨S²⟩: 2.01
HOMO energy (alpha / beta) (eV): -6.94 / -9.55
Total charge: 0
Frontier orbital gap (alpha / beta) (eV): 7.774 / 8.577
Energy above the lowest of the compared OMol25 structures with the same formula, charge and spin (kcal/mol): 35.2

(3)
Molecular formula: C9H20N5O
Method: DFT, wB97M-V/def2-TZVPD

Structure (XYZ):
```
35
Properties=species:S:1:pos:R:3:forces:R:3:nbo_charge:R:1
N 3.062022 1.729821 0.707680 1.441 -1.424 0.287 -0.81
C 1.712352 1.327020 0.474369 -0.906 1.184 -0.018 -0.24
C 1.539408 -0.081296 -0.071052 -0.221 1.095 1.862 -0.23
N 0.122308 -0.510622 0.149015 0.691 -1.481 -2.665 -0.24
C -0.905411 0.521515 -0.025904 -1.964 0.171 4.337 0.57
N -1.659323 0.647286 1.027840 1.099 0.979 -1.432 -0.48
C -2.740859 1.608755 0.697556 -0.267 -0.419 2.398 -0.27
C -2.394878 2.150912 -0.655172 -1.066 0.616 -1.516 -0.25
N -1.324255 1.209868 -1.107732 -0.086 1.782 -2.349 -0.28
N -0.635115 1.405550 -2.316885 3.837 1.765 1.134 -0.67
C -0.238731 -1.499576 -0.996721 3.123 1.073 -1.476 -0.23
C 0.336530 -2.923186 -0.753277 -0.106 1.325 2.304 -0.10
O -0.137727 -3.324612 0.524359 -0.057 -0.755 -0.290 -0.50
C 0.549486 -2.644899 1.524462 -0.042 1.024 -0.008 -0.08
C 0.104803 -1.158667 1.506998 -3.212 -1.370 -0.096 -0.25
H 3.455191 0.935882 1.310877 0.179 1.893 -1.403 0.36
H 3.585821 1.902127 -0.175348 -0.240 -0.578 1.174 0.38
H 1.244771 2.046553 -0.264859 0.239 -0.618 1.026 0.19
H 1.236857 1.425000 1.486002 -0.249 -0.120 -1.062 0.21
H 2.154311 -0.775057 0.465798 0.289 -0.374 0.527 0.22
H 1.864835 -0.173016 -1.049568 0.075 0.075 -2.201 0.22
H -2.770776 2.469304 1.462706 -0.148 -1.646 -0.903 0.23
H -3.653107 0.934503 0.807265 0.683 1.455 -0.499 0.23
H -3.276351 2.025174 -1.337055 0.908 0.363 0.294 0.23
H -2.118910 3.265095 -0.632887 0.148 -1.706 -0.207 0.22
H 0.005161 2.303761 -2.394705 -1.390 -2.036 1.285 0.35
H -1.131521 1.565614 -3.147350 -2.129 -0.651 -0.761 0.39
H 0.210786 -0.946764 -1.924927 -0.954 -1.331 1.494 0.25
H -1.289471 -1.374995 -1.063341 -1.076 -1.063 -0.137 0.23
H -0.076475 -3.566250 -1.444629 -0.980 -1.338 -1.641 0.23
H 1.413742 -3.167182 -0.682491 -0.089 1.179 -0.816 0.20
H 1.681824 -2.713460 1.453378 -1.121 -0.184 -0.137 0.17
H 0.225168 -3.095284 2.466214 0.224 0.291 0.005 0.24
H -0.912963 -0.901964 1.932726 1.218 -1.067 -0.535 0.30
H 0.760497 -0.616909 2.046656 2.148 1.891 2.027 0.20
```
Positions in Å, forces in eV/Å.

## Properties
SMILES: NCC[N+]1(C2=NCCN2N)CCOCC1
HOMO energy (eV): -12.42
Total charge: +1
Frontier orbital gap (eV): 9.994
Energy above the lowest of the compared OMol25 structures with the same formula, charge and spin (kcal/mol): 84.9

(4)
Molecular formula: C5H4N2O
Method: DFT, wB97M-V/def2-TZVPD

Structure (XYZ):
```
12
Properties=species:S:1:pos:R:3:forces:R:3:nbo_charge:R:1
O -1.347746 1.973218 -0.758036 1.015 -0.294 0.314 -0.49
C -0.463579 1.156716 -0.907170 -1.805 1.233 -1.101 0.57
C 0.833202 1.217831 -0.162360 2.098 -0.901 1.240 -0.25
C 1.013745 0.186797 0.791684 -0.116 3.646 -1.528 -0.20
C 0.039899 -0.782778 0.988570 0.882 -3.182 0.289 -0.24
C -0.716426 -1.323127 -0.014965 -2.469 -2.741 0.103 -0.06
N -0.882978 -1.110559 -1.400667 0.248 5.299 -1.192 -0.15
N -0.798516 0.158150 -1.955681 1.768 -4.717 4.094 -0.14
H 1.611626 2.115967 -0.323293 -2.136 -2.259 0.317 0.27
H 1.705294 0.086630 1.624069 0.842 1.099 -0.743 0.23
H 0.400127 -1.406702 1.920789 -2.090 0.846 -1.732 0.24
H -1.394648 -2.272143 0.197059 1.763 1.972 -0.062 0.23
```
Positions in Å, forces in eV/Å.

## Properties
SMILES: O=c1ccccnn1
HOMO energy (eV): -9.73
Total charge: 0
Frontier orbital gap (eV): 8.434
Energy above the lowest of the compared OMol25 structures with the same formula, charge and spin (kcal/mol): 95.7